Entry 1:
The following is a DFT calculation (ωB97M-V with the def2-TZVPD basis set) of a molecular structure, C28H37N5OSiSn in a non-equilibrium geometry.

Last column: Mulliken charge in e.
Positions of all 73 atoms, in Å:
Sn (1.2625, 0.8019, -1.1256)  1.097
Si (-3.5144, 1.2727, 0.4659)  0.533
O (0.5569, -1.3031, -2.0151)  -0.501
N (-2.2735, 1.4409, 2.1044)  0.297
N (1.7508, -0.7379, 1.7493)  0.201
N (0.3566, -2.6038, 2.0770)  -0.098
N (-0.9393, -0.6073, 2.0560)  0.297
N (0.8632, -2.8958, -3.6047)  0.170
C (-0.7130, -1.8224, 2.5428)  0.331
C (-1.9473, 0.0998, 2.6209)  0.505
C (0.9810, 4.2890, 2.1820)  -0.649
C (-1.1219, 2.3919, 2.0637)  0.610
C (-0.2861, 4.6949, 1.8018)  -0.859
C (3.5244, 2.1441, -1.4540)  -0.459
C (2.7587, 0.5309, -2.9005)  -0.953
C (0.4739, -3.5585, -4.8385)  -1.229
C (2.1206, 1.7596, -3.1897)  -0.284
C (1.6909, -3.7226, -2.6917)  -0.975
C (-1.6133, -2.4483, 3.4142)  -0.766
C (3.9452, -2.4572, 1.5461)  -0.509
C (3.0104, -0.2341, 1.6629)  0.140
C (-2.5740, -0.0811, -0.4196)  -0.573
C (-3.4204, 2.8161, -0.5549)  -1.178
C (-1.3335, 3.7657, 1.7935)  -0.468
C (3.6614, 0.7699, -1.7794)  -0.778
C (2.5913, 2.7183, -2.2846)  -0.578
C (1.6151, -2.1006, 1.7659)  0.437
C (0.1416, 2.0301, 2.5369)  -0.332
C (1.2228, 2.9748, 2.5082)  -0.773
C (-0.6128, -0.9455, -4.0171)  -0.829
C (4.1143, -1.0552, 1.5865)  -1.140
C (0.3519, -1.7560, -3.1511)  0.584
C (-5.1854, 1.0076, 1.2797)  -1.129
C (2.6774, -2.9910, 1.5687)  -0.987
C (-2.7615, -0.3534, 3.6178)  -1.239
C (-2.6282, -1.7276, 3.9146)  -0.964
H (-3.3049, -2.1881, 4.6138)  0.457
H (4.2631, 0.0623, -1.2809)  0.661
H (-0.3644, -4.2052, -4.8186)  0.383
H (-3.9676, 2.5231, -1.4592)  0.405
H (1.4183, 1.9367, -4.0474)  0.476
H (1.2068, -4.6849, -2.6335)  0.426
H (4.8153, -3.1140, 1.5087)  0.458
H (1.8081, 4.9663, 2.1661)  0.478
H (-0.1345, -0.0851, -4.4516)  0.189
H (-2.9698, -0.2296, -1.4147)  0.505
H (-2.3062, 4.0720, 1.4132)  0.420
H (0.4238, 1.0665, 2.7612)  0.457
H (1.7558, -3.2701, -1.6967)  0.159
H (-0.4830, 5.7196, 1.4507)  0.406
H (-2.3659, 2.9863, -0.8607)  0.333
H (-2.8897, 1.8256, 2.7739)  0.639
H (2.6429, -0.3539, -3.4969)  0.843
H (-1.3606, -0.5919, -3.2856)  0.015
H (-1.1274, -1.5620, -4.8128)  0.478
H (-5.0940, 1.2720, 2.3282)  0.338
H (-2.5288, -1.0564, 0.0847)  0.343
H (-1.5450, 0.1672, -0.5506)  -0.333
H (-3.9473, 3.7046, -0.2015)  0.383
H (3.0902, 0.8267, 1.5587)  0.359
H (-3.5620, 0.1573, 4.1020)  0.562
H (2.2683, 3.7721, -2.2252)  0.462
H (0.3806, -2.8812, -5.6721)  0.481
H (2.1981, 2.6243, 2.7743)  0.612
H (-1.5455, -3.4988, 3.7343)  0.384
H (3.9498, 2.6917, -0.6436)  0.502
H (2.7051, -3.8066, -3.0102)  0.345
H (2.5039, -4.0615, 1.5485)  0.507
H (1.3114, -4.1998, -5.1362)  0.380
H (5.1156, -0.6285, 1.5778)  0.510
H (-6.0024, 1.5851, 0.8563)  0.401
H (-5.4342, -0.0790, 1.3184)  0.356
H (0.3297, -3.5692, 2.2946)  0.268

## Properties
HOMO level	-13.4	eV
total charge	+2
E	-52830.8004	eV
ΔE to the lowest compared entry with this formula, charge and spin	0.0	kJ/mol
gap between HOMO and LUMO	8.339	eV

---

Entry 2:
The following is a DFT calculation (ωB97M-V with the def2-TZVPD basis set) of a molecular structure, C28H38As2N5RuSi.

Last column: Mulliken spin population.
Positions of all 75 atoms, in Å:
Ru (0.3635, 0.2324, 0.0159)  0.131
As (2.6009, 0.9934, -0.9337)  -0.021
As (0.2422, 2.5038, 0.5508)  0.017
Si (0.4121, -4.6369, 1.3877)  -0.003
N (-0.9358, 0.6044, -1.4870)  0.002
N (-1.5753, 1.3958, -3.5816)  0.003
N (-1.3566, -0.5324, 0.6685)  0.154
N (0.5677, -2.0412, 2.5434)  0.115
N (-2.5079, -0.3301, -0.0756)  -0.049
C (0.8488, -2.7506, 1.2778)  0.020
C (-2.9368, 1.1163, -3.3825)  0.016
C (1.2417, -1.9411, 4.8373)  0.073
C (0.8020, 4.7542, -1.2469)  0.000
C (-5.2030, 1.1299, -4.1167)  0.017
C (1.4202, 5.3527, -2.3364)  0.000
C (-2.2669, 0.2440, -1.1906)  0.063
C (-3.3056, 0.5450, -2.1682)  0.008
C (-0.9140, -1.1270, 4.1936)  0.068
C (1.7331, -5.4863, 2.4000)  0.001
C (-0.0110, -1.3874, 5.1786)  0.053
C (-1.2591, -4.7377, 2.2139)  0.007
C (-0.6289, -1.3910, 2.8291)  0.056
C (-1.5345, 3.2747, 0.6181)  -0.004
C (2.1475, 2.7812, -1.5691)  -0.009
C (1.1582, 3.4689, -0.8644)  0.008
C (4.1463, 1.3597, 0.1936)  0.001
C (1.0103, 3.1372, 2.2171)  0.001
C (2.7644, 3.3855, -2.6591)  0.000
C (-3.8733, 1.4126, -4.3641)  -0.010
C (-5.5923, 0.5609, -2.9040)  -0.008
C (-1.5940, -0.9769, 1.8934)  0.222
C (1.4791, -2.2634, 3.5412)  0.023
C (2.3941, 4.6670, -3.0468)  0.000
C (-0.6652, 1.1504, -2.6487)  0.006
C (0.3817, -5.2294, -0.3841)  0.001
C (3.4469, 0.1302, -2.4513)  0.008
C (-4.6537, 0.2697, -1.9358)  0.012
H (4.2396, 0.7553, -2.8595)  0.000
H (-6.6357, 0.3458, -2.7243)  0.000
H (3.5357, 2.8679, -3.2158)  0.000
H (0.9926, 4.2266, 2.2280)  0.000
H (-5.9452, 1.3534, -4.8702)  0.001
H (2.0368, 2.7927, 2.3313)  -0.001
H (-4.9403, -0.1760, -0.9939)  0.000
H (4.7597, 0.4624, 0.2701)  0.000
H (0.2419, -2.3488, 0.4604)  -0.023
H (-1.4986, 4.3534, 0.4721)  -0.001
H (-2.1779, 2.8242, -0.1363)  -0.001
H (2.7106, -0.0864, -3.2236)  -0.001
H (0.1849, -6.3016, -0.4202)  0.000
H (2.8700, 5.1293, -3.9006)  0.000
H (-1.8630, -0.6643, 4.4239)  -0.003
H (-1.9509, 3.0710, 1.6044)  0.000
H (1.9954, -2.1454, 5.5822)  0.006
H (-2.6196, -0.9348, 2.2408)  0.025
H (-3.5642, 1.8557, -5.3018)  0.000
H (-2.0190, -4.1736, 1.6698)  -0.004
H (0.4077, 2.7571, 3.0414)  0.001
H (2.7402, -5.2682, 2.0390)  0.000
H (-0.4040, -4.7345, -0.9585)  0.000
H (3.8396, 1.6682, 1.1926)  0.000
H (1.6809, -5.2285, 3.4587)  -0.001
H (-1.2309, -4.3734, 3.2428)  -0.001
H (-1.5917, -5.7761, 2.2532)  0.002
H (-1.2790, 1.8051, -4.4554)  0.000
H (1.3340, -5.0604, -0.8907)  0.000
H (1.9067, -2.6015, 1.0352)  0.003
H (1.5981, -6.5672, 2.3328)  0.000
H (2.3881, -2.7573, 3.2259)  0.014
H (-0.2444, -1.1534, 6.2072)  0.004
H (3.8853, -0.8071, -2.1095)  0.002
H (0.0450, 5.3075, -0.7049)  0.001
H (0.3569, 1.4342, -2.8623)  -0.003
H (4.7298, 2.1555, -0.2679)  0.000
H (1.1383, 6.3545, -2.6298)  0.000

## Properties
⟨S²⟩	0.777
HOMO level (spin up / spin down)	-11.5 / -13.2	eV
total charge	+2
E	-169227.0232	eV
spin multiplicity	2
ΔE to the lowest compared entry with this formula, charge and spin	75.1	kJ/mol
gap between HOMO and LUMO (spin up / spin down)	5.741 / 6.948	eV

---

Entry 3:
The following is a DFT calculation (ωB97M-V with the def2-TZVPD basis set) of a molecular structure, C28H38BBaF4N3O12 in a non-equilibrium geometry.

Last column: Mulliken charge in e.
Positions of all 87 atoms, in Å:
Ba (-1.2360, -1.4589, 3.1510)  1.946
F (-1.9968, -1.0877, 0.4750)  -0.369
F (-0.1774, 0.0872, 1.0066)  0.133
F (-1.6551, 0.9080, -0.4169)  -0.312
F (-2.0015, 0.7345, 1.8078)  -0.276
O (-9.4527, 1.8736, -1.5966)  -0.510
O (-9.6313, 0.6926, 0.2610)  -0.550
O (3.7952, 5.2857, 1.0346)  -0.560
O (-0.8700, 0.8484, 4.4070)  -0.689
O (0.5603, -2.9118, 1.7561)  -0.029
O (6.8515, 2.0140, 1.9892)  -0.552
O (0.3835, -1.2549, -3.6476)  -0.489
O (4.8570, 5.2855, -0.8236)  -0.567
O (-1.3750, -3.7894, -2.9534)  -0.368
O (7.7250, 1.8646, 0.0718)  -0.560
O (1.4574, -1.1618, 3.3232)  0.036
O (-2.2874, 2.1259, 5.4077)  -0.760
N (6.7588, 1.5749, 0.8324)  0.881
N (-8.9514, 1.2354, -0.6816)  0.831
N (3.8237, 5.0340, -0.1680)  0.927
C (1.6966, 3.6450, 0.0125)  -0.190
C (3.4829, -0.8556, -0.5292)  -0.029
C (1.7195, 3.1169, -2.7674)  -0.849
C (-0.4372, -1.5172, -2.5282)  1.109
C (-5.2640, 1.1306, -1.7264)  -0.472
C (-1.0123, 3.0804, 3.5710)  -0.386
C (-2.5683, -4.5151, -2.8874)  -0.843
C (5.6615, 0.0861, -0.8487)  -0.447
C (0.6887, 2.6867, -1.8915)  0.018
C (5.5506, 0.8089, 0.3543)  -0.260
C (0.2365, -3.5492, 0.5244)  -0.771
C (1.3294, -2.2203, -4.0021)  -0.508
C (2.8262, 4.1284, -0.8045)  -0.257
C (4.6541, -0.7702, -1.2645)  -0.813
C (2.1272, -0.1097, 4.1624)  -1.104
C (2.0675, -2.4681, 3.5468)  -0.562
C (3.3669, -0.1269, 0.6310)  0.811
C (-4.7373, 0.0245, -1.0236)  -0.011
C (-6.6662, 1.4888, -1.7334)  -0.609
C (4.3704, 0.6959, 1.1183)  -0.561
C (-5.7024, -0.7192, -0.2834)  -0.443
C (1.8802, -3.2292, 2.2262)  -0.532
C (-7.5295, 0.7698, -0.8678)  0.313
C (-1.4276, 1.9486, 4.5203)  0.389
C (2.8384, 3.7817, -2.1678)  -0.246
C (0.6230, 3.0657, -0.5701)  -0.357
C (-1.6826, -2.3986, -2.6973)  -0.417
C (-7.0768, -0.3410, -0.1744)  -0.475
B (-1.4562, 0.2007, 0.6966)  -0.063
H (-2.1166, -5.5024, -2.9836)  0.333
H (-2.9251, -4.5437, -1.8578)  0.295
H (-0.7082, 2.5989, 2.6416)  -0.179
H (4.4214, 1.3308, 1.9905)  0.497
H (6.5051, 0.3460, -1.4709)  0.505
H (1.6583, 3.9519, 1.0473)  0.557
H (1.0456, -3.4595, -0.2004)  0.342
H (1.7823, 0.9115, 4.0002)  0.296
H (-1.9255, 3.5864, 3.2574)  0.315
H (1.6322, 2.8959, -3.8209)  0.450
H (-0.2180, 3.6167, 4.0902)  0.316
H (4.7667, -1.1553, -2.2673)  0.352
H (-5.3846, -1.5457, 0.3350)  0.348
H (3.1154, -2.2731, 3.7746)  0.392
H (2.6450, -1.4991, -0.7537)  0.016
H (1.9902, -1.8128, -4.7671)  0.289
H (1.9141, -4.2853, 2.4936)  0.427
H (-7.7479, -1.0286, 0.3188)  0.398
H (2.2315, -0.2827, 5.2335)  0.405
H (1.5060, -3.0035, 4.3125)  0.307
H (-7.0376, 2.3697, -2.2359)  0.423
H (3.1940, -0.0500, 3.9467)  0.309
H (-0.1870, 2.7070, 0.0476)  0.220
H (-3.6947, -0.2476, -1.0973)  0.337
H (-4.5231, 1.8002, -2.1376)  0.355
H (1.9568, -2.3584, -3.1215)  0.114
H (-2.3159, -2.2217, -1.8279)  0.202
H (-3.4480, -4.2922, -3.4911)  0.309
H (-0.7391, -3.2487, 0.1423)  0.042
H (2.4893, -0.3450, 1.2215)  0.074
H (0.1595, -4.6068, 0.7765)  0.382
H (0.0987, -1.7959, -1.6208)  -0.544
H (2.4562, -2.9492, 1.3442)  0.207
H (-0.1580, 2.1422, -2.2828)  0.294
H (-2.2292, -1.9283, -3.5147)  0.489
H (0.8560, -3.1504, -4.3168)  0.239
H (-0.8494, -0.5477, -2.2485)  -0.215
H (3.6464, 4.1382, -2.7894)  0.504

## Properties
HOMO level	-8.0	eV
total charge	0
E	-70927.6733	eV
gap between HOMO and LUMO	6.486	eV